[1]
DFT (the ωB97M-V functional and the def2-TZVPD basis) results for a molecular structure, C26H38N3O12P2PbS.

Last column: Mulliken spin population.
Geometry (Å):
Pb -1.68 -0.07 -1.98  0.02
O 0.34 5.87 -0.79  0.01
C -0.12 4.61 -1.10  0.09
C 0.16 4.00 -2.28  0.03
C -0.34 2.70 -2.53  0.36
N -1.10 2.07 -1.55  0.16
C -1.35 2.69 -0.37  -0.04
C -0.90 3.95 -0.10  0.10
C -2.09 1.77 0.58  -0.01
O -3.50 3.21 1.42  0.00
O -2.89 0.99 0.08  0.00
C -0.15 2.00 -3.78  0.06
O 0.55 2.48 -4.69  0.12
O -0.79 0.85 -3.87  0.03
H 0.84 6.18 -1.55  0.00
H 0.76 4.48 -3.05  0.02
H -1.12 4.43 0.85  0.02
C 2.76 -1.97 -4.38  0.00
C 3.53 -1.58 -3.13  0.00
C 3.56 -0.08 -2.93  -0.02
O 3.02 -2.29 -1.97  0.00
P 1.64 -1.86 -1.24  -0.01
O 0.71 -1.29 -2.24  0.01
C 2.11 -0.93 0.20  0.00
P 0.62 0.01 0.95  -0.01
O -0.44 -0.79 0.24  0.02
O 1.16 -0.29 2.46  0.00
C 0.40 -0.74 3.60  0.00
C -0.31 -2.04 3.28  0.00
C 1.41 -0.89 4.72  0.00
O 1.13 1.43 0.40  0.01
C 2.27 2.10 0.95  0.01
C 2.93 2.82 -0.21  -0.01
C 1.86 3.05 2.06  -0.01
O 1.18 -3.25 -0.61  0.00
C 0.30 -4.11 -1.36  0.00
C -1.07 -4.05 -0.72  0.00
C 0.90 -5.50 -1.36  0.00
H 3.28 -1.60 -5.26  0.00
H 1.76 -1.54 -4.36  0.00
H 2.68 -3.06 -4.45  0.00
H 4.55 -1.96 -3.20  0.00
H 2.55 0.32 -2.78  0.01
H 3.97 0.40 -3.83  0.00
H 4.20 0.19 -2.08  0.00
H 2.91 -0.25 -0.10  0.00
H 2.54 -1.64 0.91  0.00
H -0.33 0.03 3.87  0.00
H 0.40 -2.78 2.92  0.00
H -1.06 -1.87 2.50  0.00
H -0.81 -2.44 4.17  0.00
H 2.15 -1.66 4.46  0.00
H 0.91 -1.18 5.64  0.00
H 1.93 0.05 4.89  0.00
H 2.96 1.35 1.36  0.00
H 2.22 3.53 -0.64  0.00
H 3.23 2.12 -0.99  0.01
H 3.81 3.37 0.14  0.00
H 1.15 3.79 1.68  0.00
H 2.74 3.55 2.45  0.00
H 1.36 2.51 2.87  0.00
H 0.23 -3.74 -2.39  0.00
H -0.99 -4.34 0.34  0.00
H -1.76 -4.73 -1.22  0.00
H -1.47 -3.04 -0.77  0.00
H 0.97 -5.88 -0.34  0.00
H 1.91 -5.48 -1.79  0.00
H 0.28 -6.18 -1.95  0.00
S -1.21 1.37 2.08  0.00
C -3.30 4.01 2.34  0.00
N -3.12 4.78 3.21  0.00
O -4.69 -1.86 -0.98  0.00
N -4.74 -1.30 0.18  0.00
C -3.83 -1.60 1.12  0.00
C -3.83 -0.98 2.35  0.00
C -4.77 -0.02 2.64  0.00
C -5.71 0.29 1.67  0.00
C -5.69 -0.37 0.46  0.00
H -3.07 -2.30 0.79  0.00
H -3.04 -1.21 3.05  0.00
H -4.74 0.53 3.58  0.00
H -6.44 1.06 1.83  0.00
H -6.36 -0.17 -0.36  0.00

## Properties
- E_LUMO (alpha / beta): 0.1520 / 0.1520 Eh
- E_HOMO (alpha / beta): 0.7 / -2.3 eV
- DFT total energy: -91284.748 eV
- Spin multiplicity: 2
- Total charge: -2
- Expectation value of S²: 0.76

[2]
DFT (the ωB97M-V functional and the def2-TZVPD basis) results for a molecular structure, C34H17Cl6IInN2O7.

Last column: Löwdin charge in e.
Geometry (Å):
In 0.66 -0.13 1.37  0.80
Cl 5.49 -3.20 -3.50  0.65
C 4.62 -2.21 -2.39  -0.74
C 3.74 -2.78 -1.48  -0.71
Cl 3.48 -4.48 -1.48  0.68
C 3.07 -1.98 -0.57  -0.59
Cl 1.93 -2.65 0.54  0.77
C 3.22 -0.57 -0.51  -0.49
O 2.62 0.18 0.34  -0.21
C 4.10 -0.03 -1.48  -0.60
Cl 4.28 1.69 -1.49  0.72
C 4.78 -0.82 -2.39  -0.71
Cl 5.84 -0.10 -3.54  0.66
O -4.14 -3.61 2.50  0.12
C -4.35 -3.29 1.24  -0.52
O -5.46 -3.33 0.74  0.05
C -3.15 -2.88 0.45  -0.05
C -3.11 -2.74 -0.93  -0.55
Cl -4.37 -3.09 -2.01  0.82
N -1.84 -2.36 -1.28  -0.03
N -1.09 -2.20 -0.17  0.12
C -1.84 -2.51 0.86  -0.13
C -1.28 -2.45 2.25  -0.50
O -1.87 -3.07 3.14  0.08
O -0.23 -1.75 2.48  -0.12
C -1.23 -2.12 -2.56  -0.14
C -1.92 -2.19 -3.76  -0.04
C -1.25 -1.95 -4.96  -0.09
C 0.10 -1.64 -4.97  -0.09
C 0.78 -1.58 -3.77  -0.05
C 0.13 -1.81 -2.58  -0.01
H -3.17 -3.48 2.75  0.01
H -2.96 -2.43 -3.80  0.03
H -1.81 -2.00 -5.88  0.10
H 0.61 -1.46 -5.91  0.10
H 1.84 -1.34 -3.75  0.11
H 0.67 -1.74 -1.65  0.06
I 3.00 -0.94 3.48  1.11
C 2.76 1.01 4.22  -0.59
C 3.70 1.40 5.13  -0.18
C 3.60 2.65 5.77  -0.09
C 2.54 3.45 5.49  -0.05
C 1.56 3.07 4.56  -0.17
C 0.45 3.92 4.33  -0.05
C -0.51 3.58 3.43  -0.07
C -0.38 2.39 2.69  -0.10
C 0.67 1.53 2.85  -0.13
C 1.66 1.83 3.84  -0.22
H 4.52 0.74 5.38  0.08
H 4.36 2.94 6.48  0.10
H 2.43 4.41 5.99  0.11
H 0.40 4.84 4.90  0.11
H -1.37 4.22 3.27  0.10
H -1.15 2.17 1.97  0.08
O -1.71 0.48 0.71  -0.02
C -1.18 1.02 -0.29  -0.61
O 0.07 0.96 -0.50  -0.04
C -2.03 1.77 -1.28  -0.13
C -3.42 1.71 -1.19  -0.02
C -4.20 2.41 -2.10  -0.08
C -3.59 3.19 -3.08  -0.10
C -2.21 3.24 -3.17  -0.08
C -1.43 2.53 -2.27  -0.01
H -3.88 1.10 -0.42  0.12
H -5.28 2.36 -2.04  0.10
H -4.20 3.75 -3.78  0.10
H -1.73 3.84 -3.93  0.10
H -0.35 2.55 -2.32  0.12

## Properties
- E_LUMO: 0.0787 Eh
- E_HOMO: -5.9 eV
- DFT total energy: -141261.728 eV
- Spin multiplicity: 1
- Total charge: -1

[3]
DFT (the ωB97M-V functional and the def2-TZVPD basis) results for a molecular structure, C38H29N4O2Ta.

Last column: Löwdin charge in e.
Geometry (Å):
Ta -0.61 0.41 0.06  2.09
C -3.17 -2.12 2.94  0.07
O -4.10 -1.27 2.14  0.14
C -3.39 -0.60 1.32  -0.30
N -2.12 -0.90 1.16  0.01
C -1.82 -2.03 2.13  -0.19
C -0.70 -1.53 2.96  -0.26
C -0.75 -0.37 3.80  -0.03
C 0.39 -0.11 4.54  -0.04
C 1.54 -0.93 4.48  -0.03
C 1.52 -2.08 3.74  -0.04
C 0.40 -2.33 2.96  -0.06
C -3.90 0.46 0.46  -0.14
C -5.20 0.91 0.34  0.11
C -5.54 1.79 -0.72  0.11
C -4.51 2.16 -1.63  0.11
C -3.24 1.76 -1.31  -0.18
N -2.92 0.93 -0.33  0.05
C -2.08 1.95 -2.15  -0.32
N -0.95 1.30 -1.92  0.00
C 0.02 1.79 -3.06  -0.14
C -0.84 2.88 -3.76  0.04
O -2.15 2.78 -3.11  0.14
C 1.28 2.25 -2.37  -0.23
C 1.26 3.22 -1.32  -0.05
C 2.46 3.55 -0.71  -0.06
C 3.66 3.00 -1.15  -0.05
C 3.68 1.99 -2.09  -0.02
C 2.46 1.62 -2.71  -0.02
H -3.64 -3.11 3.00  0.16
H -3.10 -1.63 3.89  0.14
H -1.64 -2.98 1.60  0.17
H -1.61 0.26 3.90  0.12
H 0.31 0.75 5.20  0.13
H 2.41 -0.73 5.10  0.13
H 2.38 -2.77 3.68  0.14
H 0.45 -3.23 2.36  0.13
H -5.94 0.52 1.04  0.16
H -6.56 2.09 -0.92  0.15
H -4.68 2.77 -2.53  0.17
H 0.22 0.92 -3.70  0.16
H -1.01 2.77 -4.84  0.17
H -0.47 3.88 -3.58  0.15
H 0.34 3.70 -1.03  0.11
H 2.53 4.40 -0.02  0.14
H 4.60 3.36 -0.78  0.13
H 4.59 1.57 -2.49  0.13
H 2.46 1.02 -3.59  0.12
C 2.81 2.32 2.44  -0.02
C 3.81 1.48 1.99  0.03
C 3.42 0.41 1.13  0.00
C 2.08 0.21 0.82  -0.17
C 0.97 1.09 1.27  -0.25
C 1.44 2.11 2.12  -0.06
C 1.79 -1.05 -0.04  -0.18
C 2.65 -2.13 -0.18  0.05
C 2.30 -3.21 -1.01  0.10
C 1.14 -3.23 -1.74  -0.13
C 0.82 -4.35 -2.60  0.06
C -0.39 -4.43 -3.22  0.01
C -1.30 -3.35 -3.04  0.01
C -1.03 -2.28 -2.25  -0.03
C 0.21 -2.17 -1.56  -0.13
N 0.53 -1.11 -0.64  -0.05
H 3.12 3.10 3.09  0.13
H 4.87 1.57 2.31  0.16
H 4.25 -0.23 0.77  0.14
H 0.67 2.82 2.46  0.13
H 3.64 -2.23 0.28  0.15
H 2.96 -4.05 -1.13  0.15
H 1.54 -5.14 -2.68  0.14
H -0.65 -5.30 -3.83  0.15
H -2.24 -3.40 -3.62  0.15
H -1.74 -1.49 -2.11  0.08

## Properties
- E_LUMO: -0.5114 Eh
- E_HOMO: -19.3 eV
- DFT total energy: -51443.452 eV
- Spin multiplicity: 1
- Total charge: +4

Q: The highest total charge belongs to which entry?
A: C38H29N4O2Ta

Q: What is the formula in the first record?
A: C26H38N3O12P2PbS